No. 1
Molecular formula: C5H11NO
Method: DFT, wB97M-V/def2-TZVPD

Geometry as XYZ:
```
18
Properties=species:S:1:pos:R:3:forces:R:3
C 1.877 1.054 1.727 0.68 2.46 3.40
C 1.360 0.276 0.850 -2.93 -1.24 -1.85
C -0.145 -0.078 0.686 4.22 0.26 -3.95
C -0.895 0.118 1.866 -2.66 -2.56 2.91
C -0.363 -0.438 -0.611 -0.18 -0.11 -0.29
N -1.569 -0.733 -1.364 2.52 -1.58 2.02
H 1.337 1.632 2.508 0.12 -0.87 -0.45
H 2.936 1.228 1.782 0.34 0.15 -0.38
H 2.011 0.042 0.042 0.32 -0.96 -0.60
H -0.804 1.036 2.376 0.71 1.30 0.30
H -0.578 -0.687 2.627 -0.34 1.15 -0.87
H -1.988 -0.002 1.823 0.21 -0.19 -0.54
H 0.480 -0.518 -1.389 -0.95 0.42 2.05
H -2.408 -0.744 -0.871 -1.52 0.14 1.09
H -1.571 -0.064 -2.049 -0.66 1.72 -2.20
O 0.410 -0.757 -3.522 1.13 2.72 -1.99
H 0.042 -1.426 -3.010 -1.52 -1.60 1.35
H -0.132 0.061 -3.472 0.50 -1.23 0.01
```
Forces are in eV/Å.

Computed properties:
**SMILES string**: C=C/C(C)=C/N.O
**Energy above the lowest of the compared OMol25 structures with the same formula, charge and spin**: 71.97 kcal per mole
**E**: -8898.5764 eV

No. 2
Molecular formula: C23H27
Method: DFT, wB97M-V/def2-TZVPD

Geometry as XYZ:
```
50
Properties=species:S:1:pos:R:3:forces:R:3
C 1.596 -1.049 3.198 0.00 0.06 0.18
C 0.235 -1.647 3.568 0.14 -0.22 -0.08
C -0.724 -1.780 2.377 -0.14 0.20 0.10
C -1.581 -0.526 2.111 -0.31 -0.48 -0.09
C -0.842 0.790 2.050 -0.21 0.54 0.34
C -1.483 1.928 2.369 0.33 -0.36 -0.16
C 0.629 0.792 1.688 0.07 0.29 0.06
C 1.564 0.442 2.864 -0.01 -0.14 0.06
H 2.291 -1.205 4.034 -0.07 0.01 -0.18
H 1.999 -1.597 2.335 -0.01 0.03 0.15
H 0.404 -2.647 3.992 -0.03 0.24 -0.07
H -0.233 -1.046 4.359 0.02 -0.06 -0.04
H -0.158 -2.031 1.471 -0.04 -0.04 0.16
H -1.401 -2.624 2.569 0.06 0.22 -0.17
H -2.121 -0.688 1.162 0.16 0.11 0.18
H -2.362 -0.455 2.885 0.22 0.01 -0.19
H -0.953 2.884 2.381 -0.17 -0.21 -0.10
H -2.540 1.922 2.650 0.34 0.00 0.01
H 0.822 0.089 0.865 -0.06 0.19 0.08
H 0.896 1.801 1.347 -0.09 -0.22 -0.08
H 1.255 1.011 3.752 0.00 -0.05 -0.15
H 2.585 0.771 2.626 -0.25 -0.05 -0.04
C -3.402 4.981 1.351 -0.27 0.38 0.20
C -4.154 4.183 0.433 -0.41 -0.42 -0.44
C -3.520 3.611 -0.705 -0.14 0.16 0.39
C -4.242 2.838 -1.607 -0.07 0.04 0.06
C -5.615 2.611 -1.404 0.40 0.23 0.19
C -6.262 3.166 -0.290 0.13 0.18 0.23
C -5.549 3.941 0.618 0.22 -0.08 -0.20
C -3.981 5.652 2.424 -0.04 0.03 0.01
C -3.278 6.422 3.342 -0.23 -0.28 -0.40
C -3.891 7.053 4.468 -0.40 0.42 0.68
C -3.119 7.881 5.332 -0.23 -0.32 -0.26
C -3.698 8.488 6.442 -0.09 -0.04 -0.05
C -5.061 8.292 6.724 0.35 -0.12 -0.33
C -5.844 7.488 5.882 0.11 -0.15 -0.27
C -5.275 6.877 4.770 0.27 0.15 0.12
H -2.331 5.107 1.185 -0.18 -0.17 -0.01
H -2.454 3.803 -0.842 -0.32 -0.17 -0.07
H -3.734 2.411 -2.474 -0.21 0.13 0.29
H -6.180 2.004 -2.112 0.20 0.18 0.20
H -7.328 2.997 -0.121 0.40 0.02 -0.13
H -6.064 4.361 1.485 0.11 -0.26 -0.40
H -5.061 5.586 2.541 0.44 -0.04 0.00
H -2.205 6.550 3.187 -0.17 0.00 0.15
H -2.062 8.019 5.094 -0.29 0.04 0.20
H -3.084 9.115 7.093 -0.25 -0.21 -0.21
H -5.513 8.764 7.598 0.17 -0.14 -0.27
H -6.905 7.329 6.090 0.40 0.10 -0.02
H -5.895 6.248 4.127 0.16 0.27 0.37
```
Forces are in eV/Å.

Computed properties:
**Total charge**: +1
**Energy above the lowest of the compared OMol25 structures with the same formula, charge and spin**: 0.91 kcal per mole
**E**: -24281.4000 eV

No. 3
Molecular formula: C10H7O5
Method: DFT, wB97M-V/def2-TZVPD

Geometry as XYZ:
```
22
Properties=species:S:1:pos:R:3:forces:R:3
C -1.123 -0.640 -0.074 -0.66 0.06 -0.29
C -0.857 0.718 0.314 -1.06 0.22 -0.21
C -2.370 -0.643 -0.587 0.54 -0.16 0.19
C -1.944 1.441 -0.035 0.81 0.08 0.33
C 2.232 1.029 -1.089 0.72 0.02 -0.77
C 1.451 1.980 -0.510 -2.13 -1.46 2.94
C 2.140 -0.306 -0.633 0.00 -0.14 0.24
C 0.057 -1.503 0.218 0.05 -0.33 0.04
C 0.496 0.866 0.820 1.93 2.00 -2.05
C 1.167 -0.467 0.565 0.13 -0.24 0.08
O 1.168 3.159 -0.557 0.00 0.20 -0.30
O 2.744 -1.280 -1.088 -0.09 -0.03 0.09
O -2.905 0.618 -0.583 -0.18 0.20 -0.07
O -3.183 -1.637 -1.054 0.02 0.35 0.07
O -2.211 2.781 -0.010 -0.25 -0.46 -0.08
H 2.898 1.276 -1.904 0.07 -0.03 -0.14
H -0.152 -2.162 1.067 0.09 -0.04 -0.07
H 0.368 -2.119 -0.628 0.00 -0.07 0.09
H 0.650 1.371 1.765 -0.02 -0.03 0.18
H 1.770 -0.817 1.411 -0.02 0.01 -0.14
H -4.006 -1.214 -1.321 0.00 -0.05 -0.05
H -1.356 3.227 -0.098 0.07 -0.09 -0.09
```
Forces are in eV/Å.

Computed properties:
**Total charge**: -1
**E**: -20720.9653 eV

Which of these has the lowest E? C23H27

The lowest E belongs to which entry? C23H27